[1]
C6H19N3O2PRb as an isolated structure, computed with the ωB97M-V functional and the def2-TZVPD basis.

Calculated values
HOMO energy = -6.581 eV
Total charge = 0
ΔE to the lowest compared entry with this formula, charge and spin = 151.38 kJ/mol
Energy = -25038.751 eV
LUMO level = -0.0093 hartree

Element x y z (Å)
H: -0.932 1.469 -2.902
H: 2.176 1.561 -1.322
H: -6.042 -3.505 2.106
H: 2.108 0.782 -2.910
Rb: -4.118 -2.593 0.682
C: 1.745 -1.324 1.146
C: 1.965 0.626 -1.840
H: 2.221 -0.344 1.111
C: 0.599 1.669 2.116
H: 2.611 -0.171 -1.472
H: 0.273 0.550 -3.827
C: -0.287 0.591 -2.893
H: 0.196 -3.096 1.132
N: 0.483 -1.164 0.531
H: -1.059 -0.176 -2.822
H: 0.778 3.650 0.463
N: 0.521 0.358 -1.702
N: 0.390 1.619 0.653
H: 1.635 -1.579 2.200
H: 1.556 1.178 2.296
O: -5.414 -3.560 2.852
H: -0.917 3.217 0.480
C: 0.046 2.966 0.036
H: -0.317 1.406 2.643
P: -0.200 0.206 -0.220
O: -1.655 0.060 -0.423
H: 0.688 2.733 2.334
H: 2.370 -1.952 0.511
H: -1.256 -2.568 0.421
C: -0.175 -2.489 0.306
H: 0.050 -2.976 -0.643
H: -0.040 2.857 -1.045


[2]
A 8-piece molecular cluster, C13H29ClN8O14P overall, computed with the ωB97M-V functional and the def2-TZVPD basis.

Calculated values
HOMO energy = -11.732 eV
Total charge = +1
Energy = -76321.984 eV
LUMO level = -0.1547 hartree

Element x y z (Å)
H: -5.242 -3.836 4.550
N: -4.811 -1.407 5.072
N: 5.900 9.030 -4.702
C: -1.481 -6.356 4.296
C: 2.321 -1.452 -4.130
H: 2.624 -1.032 -3.174
C: 4.539 8.593 -4.288
O: 4.410 4.094 -2.500
H: -0.473 -6.071 3.924
C: -4.223 -0.051 4.901
H: -7.614 -4.869 4.850
H: -2.617 -4.008 4.687
H: 7.202 3.268 -7.647
N: -3.042 3.040 6.004
O: 2.590 -4.635 -0.223
H: -2.334 5.005 6.064
O: -3.407 2.988 4.844
H: -1.460 -6.300 5.407
H: -4.029 4.780 6.608
N: 3.809 4.553 -3.450
C: -5.677 -7.531 3.691
N: 2.402 -0.365 -5.143
N: 5.157 3.748 -7.516
O: 4.326 4.635 -7.545
P: -2.668 -5.063 3.731
H: -3.551 0.123 5.737
H: 2.987 -2.256 -4.425
H: 4.339 7.620 -4.721
C: -6.833 -6.846 4.161
C: -5.432 -4.918 4.323
O: 3.511 5.724 -3.600
H: 4.528 8.541 -3.202
H: -7.785 -7.391 4.273
H: 3.831 9.332 -4.654
H: -0.254 -3.766 0.131
H: 6.824 4.847 -6.894
C: 0.279 -4.615 -0.287
H: 4.312 3.145 -4.910
H: 1.291 -1.795 -4.100
C: 3.406 3.600 -4.518
Cl: -2.239 -4.383 1.844
C: -3.017 4.384 6.639
O: 4.926 2.566 -7.352
C: -4.390 -5.790 3.871
H: 6.660 4.634 -8.668
H: 2.756 2.854 -4.067
O: 3.150 -0.530 -6.084
O: 6.538 8.279 -5.416
H: -5.823 -8.601 3.428
N: -4.422 -7.092 3.513
H: -3.686 -0.044 3.956
O: -2.698 2.090 6.685
H: 2.883 4.146 -5.296
O: -4.032 -2.356 5.101
H: 0.422 -5.389 0.461
H: -0.233 -5.012 -1.160
H: -5.025 0.679 4.894
C: -6.758 -5.455 4.484
N: 1.613 -4.127 -0.731
H: -2.674 4.279 7.663
O: 1.622 -3.251 -1.573
O: 6.277 10.110 -4.295
C: 6.577 4.155 -7.696
O: -6.012 -1.495 5.171
H: -1.779 -7.367 3.952
O: 1.707 0.616 -4.952


> Number 1 is which compound?

C6H19N3O2PRb


> Which value of LUMO level does entry 1 give?

-0.0093 hartree